Record 1
The following is a quantum chemistry calculation of a structure of composition C17H13ClFN5O2S, from the Open Molecules 2025 dataset.

```
40
Properties=species:S:1:pos:R:3:forces:R:3
O -2.53858 1.59382 -3.19270 1.40 -0.78 1.38
O -1.91839 -0.75378 -3.31584 0.48 0.61 1.63
F 2.21895 -3.68469 0.69289 0.39 0.01 -0.38
Cl 2.49367 5.61440 -0.95638 -0.41 -0.38 0.16
N -0.01447 0.93581 -3.06476 -4.22 -0.72 1.80
N -1.07685 -1.15958 0.53645 0.33 -0.01 -1.29
C 0.72652 0.32565 -2.20042 1.11 0.10 -1.16
C 0.00529 -1.89770 0.62055 0.54 0.97 -0.37
C 0.36888 -0.52169 -1.10083 0.19 -0.62 -0.29
C -0.85114 -0.39429 -0.59871 -2.01 -0.15 3.54
C 0.46493 -4.95837 3.62266 -0.10 -0.34 -0.56
C -0.65204 -4.11406 3.64148 0.78 0.64 -1.07
C 1.39972 -4.84455 2.57380 -0.11 0.57 0.15
C 0.08465 4.51050 -1.61347 -0.92 0.22 0.18
C 1.11206 3.65228 0.37023 0.37 -0.41 0.35
C -0.78063 -3.10692 2.64591 -0.43 -0.82 0.92
C -1.06018 3.69609 -1.42248 1.78 -0.22 0.67
C 0.06307 2.75840 0.49677 -0.90 -0.58 0.14
C 1.28181 -3.81302 1.63738 -1.49 -0.58 1.28
C 1.13847 4.52469 -0.69458 -0.38 0.07 -0.90
C 0.16015 -2.95111 1.63099 1.27 -0.34 0.06
C -1.04541 2.73989 -0.38104 0.55 0.82 0.06
N 2.00293 0.57841 -2.46318 2.09 0.14 0.28
N 0.95350 -1.50430 -0.32422 0.85 -1.21 0.49
N -1.79743 0.49122 -1.03732 -0.90 0.06 -1.29
C -2.13450 1.68975 -0.24890 -0.14 0.82 0.58
S -1.66508 0.53179 -2.69240 -1.41 1.31 -4.33
H 0.59760 -5.78690 4.35210 -0.21 0.83 -0.55
H -1.41858 -4.21616 4.39197 -0.02 0.02 0.11
H 2.22964 -5.54181 2.50180 -0.04 0.21 -0.01
H 0.08610 5.19549 -2.46427 0.13 -0.19 0.31
H 1.91726 3.58456 1.09620 -0.03 0.29 -0.18
H -1.66415 -2.46029 2.67023 0.46 -0.19 -0.16
H -1.85617 3.75761 -2.14226 -0.22 -0.15 -0.05
H 0.10169 2.06078 1.35111 -0.15 0.29 -0.54
H 2.58761 0.56757 -1.64289 0.55 0.33 -0.29
H 2.01136 1.37511 -3.10794 0.86 -0.40 0.47
H 1.85169 -1.98799 -0.45526 -0.88 0.49 -0.07
H -2.27369 1.38904 0.80847 0.37 -0.18 -0.60
H -3.11028 2.12432 -0.52112 0.44 -0.51 -0.44
```
Positions in Å, forces in eV/Å.

Properties
energy relative to the best compared isomer or geometry (same formula, charge and spin)	0.0	kcal per mole
E	-2038.12180	hartree
charge	0
orbital gap	8.7	eV
M	405.8	g/mol
LUMO level	-0.24	eV



Record 2
The following is a quantum chemistry calculation of an isolated molecule of C17H13N3O5, from the Open Molecules 2025 dataset.

```
38
Properties=species:S:1:pos:R:3:forces:R:3
C 4.58482 1.46297 -0.18136 0.45 0.04 0.17
O 3.33167 0.86403 -0.47876 -0.42 -0.19 -0.11
C 3.13076 -0.35748 0.03897 0.25 -0.10 0.15
O 3.96442 -0.97774 0.65781 -0.12 0.11 -0.07
C 1.79266 -0.86937 -0.23890 -0.57 0.39 -0.29
N 1.45849 -2.13770 0.16300 0.41 -0.02 0.09
C 0.16986 -2.39249 -0.16865 -0.40 0.40 -0.29
C -0.60444 -3.53132 0.03704 -0.10 -0.14 0.03
C -1.89136 -3.52561 -0.44668 0.19 -0.13 0.13
C -2.40334 -2.42364 -1.14388 -0.14 0.22 -0.15
C -1.65229 -1.29236 -1.34815 -0.02 -0.15 -0.05
C -0.35115 -1.25134 -0.83546 0.23 -0.45 0.09
C 0.69327 -0.27932 -0.84467 0.58 -0.50 0.34
N 0.65502 1.02093 -1.34209 0.45 0.03 -0.52
C -0.25097 1.99927 -1.06214 -0.11 -0.03 -0.07
O -0.13209 3.12052 -1.50201 -0.06 0.15 -0.01
C -1.45596 1.59670 -0.26037 0.03 0.14 0.42
C -2.71376 1.86534 -0.78673 0.17 -0.01 0.10
C -3.85981 1.47765 -0.11382 0.01 -0.03 0.01
C -3.76796 0.80651 1.09593 0.04 0.07 -0.09
C -2.52703 0.55754 1.65051 0.32 -0.01 0.06
C -1.38153 0.97012 0.98331 -1.24 0.29 -0.55
N -0.11377 0.77477 1.63714 0.40 -0.09 0.46
O -0.00522 -0.18701 2.36838 0.09 -0.20 0.17
O 0.75293 1.59918 1.43830 0.19 0.23 0.04
H 5.40102 0.84282 -0.55824 -0.07 0.09 0.03
H 4.69699 1.57967 0.89778 0.00 0.01 -0.09
H 4.57894 2.43341 -0.67028 -0.01 -0.05 0.02
H 2.09208 -2.73050 0.67455 -0.03 0.04 -0.04
H -0.19998 -4.38508 0.55789 0.02 -0.12 0.06
H -2.52009 -4.39085 -0.30095 -0.03 -0.09 0.03
H -3.40936 -2.47253 -1.53231 -0.09 0.01 -0.05
H -2.04848 -0.45862 -1.90605 -0.06 0.03 -0.03
H 1.53716 1.37048 -1.70009 -0.22 0.07 0.05
H -2.77604 2.37697 -1.73523 0.02 0.05 -0.09
H -4.82814 1.69513 -0.53783 -0.09 0.01 -0.05
H -4.66062 0.49263 1.61385 -0.07 -0.02 0.06
H -2.42350 0.06280 2.60422 0.00 -0.03 0.03
```
Positions in Å, forces in eV/Å.

Properties
energy relative to the best compared isomer or geometry (same formula, charge and spin)	9.3	kcal per mole
E	-1196.05011	hartree
charge	0
orbital gap	7.6	eV
M	339.3	g/mol
SMILES string	COC(=O)c1[nH]c2ccccc2c1NC(=O)c1ccccc1[N+](=O)[O-]
LUMO level	-0.56	eV



Record 3
The following is a quantum chemistry calculation of a structure of composition C17H13N5O2, from the Open Molecules 2025 dataset.

```
37
Properties=species:S:1:pos:R:3:forces:R:3
C -7.02755 -1.25972 0.17278 1.94 2.18 -1.25
C -5.50392 -0.88918 -0.07185 -6.71 -2.48 0.69
N -4.61758 -1.38534 -0.82006 -7.77 -7.06 -1.92
C -3.56002 -0.78862 -0.65018 5.72 4.59 -0.11
C -2.32244 -1.06122 -1.32350 -0.87 9.96 8.56
C -1.45023 -0.03508 -0.77281 2.23 -1.89 -2.25
C -1.76441 0.97276 0.23422 7.14 1.54 -4.83
C -2.96812 1.26004 0.49890 -7.89 3.66 5.96
C -3.94777 0.33156 0.16559 5.88 0.76 -0.25
O -5.16250 0.16767 0.60008 0.01 1.76 0.66
H -3.24136 2.25032 1.30985 0.76 -3.02 -2.75
N -0.84641 2.18690 0.28034 7.23 -14.70 -3.46
C 0.64907 1.98274 0.13408 -5.82 18.64 2.77
O 1.19964 3.33022 0.28037 -1.81 -7.41 -1.28
N 1.26346 0.93958 0.05432 1.17 -2.88 -0.39
C 2.54435 0.71596 0.07177 4.53 7.23 -3.83
C 3.55626 1.53686 -0.41994 -7.45 7.61 1.66
C 4.81072 1.25633 -0.61707 3.18 4.81 -1.91
N 5.41896 0.20784 -0.60122 -0.06 -9.81 3.42
C 4.42546 -0.80474 -0.00814 2.94 1.38 -5.46
C 4.85521 -2.17981 -0.01538 -1.23 0.82 3.63
C 3.88740 -3.02613 0.64949 11.27 -4.81 -4.48
C 2.66139 -2.63283 0.76012 -5.18 -1.46 1.95
N 2.15279 -1.48460 0.70188 0.51 4.05 -3.96
C 3.08240 -0.41604 -0.11642 0.20 -12.69 7.00
H 2.02112 -3.45476 1.02098 -0.95 -0.18 0.70
H 4.31872 -4.32808 0.66241 -1.94 4.29 0.34
H 5.97784 -2.24092 -0.13981 -1.60 -0.73 -0.01
H 5.48888 2.00955 -0.92109 0.07 1.72 -0.48
H 3.25038 2.68319 -0.54164 0.65 -2.56 0.21
H 0.79771 0.21742 0.40115 -2.77 -4.74 1.40
H -1.17433 2.95723 0.51712 -2.99 8.88 2.73
H -0.39360 0.03421 -1.26931 -2.14 -0.17 1.12
H -2.14660 -1.80652 -1.88436 1.43 -5.07 -4.25
H -7.24488 -1.90064 1.00770 -0.06 0.17 0.39
H -7.34016 -1.66721 -0.71961 -0.36 -2.23 -1.91
H -7.66744 -0.35931 -0.02050 0.72 -0.16 1.60
```
Positions in Å, forces in eV/Å.

Properties
E	-1079.38073	hartree
charge	0
orbital gap	7.3	eV
M	319.3	g/mol
LUMO level	-0.95	eV



Record 4
The following is a quantum chemistry calculation of a structure of composition C17H13N6OSSeZn, from the Open Molecules 2025 dataset.

```
40
Properties=species:S:1:pos:R:3:forces:R:3
Zn -0.32948 0.12562 -0.63237 0.19 -1.13 -0.11
O 1.53986 0.17889 0.08919 0.04 0.09 0.10
N 2.43451 -0.60380 -0.51055 0.02 -0.20 -0.24
C 3.66274 -0.66645 0.04569 0.17 0.06 0.14
C 4.66190 -1.42118 -0.50223 -0.01 -0.04 -0.04
C 4.39817 -2.14202 -1.66820 -0.10 0.03 -0.03
C 3.14279 -2.07632 -2.22071 0.09 0.01 0.09
C 2.12846 -1.30322 -1.63727 0.00 0.02 0.01
S 0.55521 -1.23452 -2.33190 -0.11 -0.03 -0.13
H 3.78210 -0.07574 0.94071 -0.08 0.02 -0.01
H 5.63107 -1.44786 -0.02762 -0.01 0.03 0.02
H 5.16862 -2.74297 -2.13108 0.00 0.00 0.00
H 2.88698 -2.61544 -3.12094 0.03 -0.02 0.00
N -2.10390 -3.18639 1.08468 0.01 -0.04 0.02
C -1.47599 -2.44996 0.15369 -0.08 0.01 0.01
N -1.49527 -1.16701 0.44051 0.03 0.12 -0.11
C -2.18217 -1.04995 1.64615 -0.19 -0.24 0.14
C -2.52540 0.06680 2.40456 0.03 0.02 -0.02
C -3.22983 -0.14571 3.57164 0.02 0.10 -0.03
C -3.59360 -1.43349 3.98901 -0.01 -0.07 0.00
C -3.27352 -2.54908 3.24352 -0.01 -0.06 0.02
C -2.57032 -2.32951 2.06558 0.08 0.31 -0.02
H -2.20491 -4.18621 1.06985 0.01 -0.04 -0.05
H -1.01620 -2.86831 -0.72818 0.04 0.00 0.02
H -2.26237 1.06111 2.07404 -0.02 0.01 0.01
H -3.51707 0.70139 4.18001 0.01 0.00 0.00
H -4.14376 -1.55177 4.91240 0.01 -0.01 0.00
H -3.55417 -3.54424 3.56182 -0.02 0.02 0.00
Se 0.06555 3.23898 1.55442 0.06 0.03 0.52
N 0.44515 4.45403 0.36634 0.13 0.45 -0.39
C 0.17265 3.95569 -0.83174 -0.14 -0.42 0.25
C 0.35514 4.55256 -2.10478 0.03 0.05 -0.34
C 0.05016 3.79837 -3.20066 0.12 0.36 0.11
C -0.42345 2.46469 -3.06820 -0.13 -0.40 0.26
N -0.62189 1.88247 -1.91241 -0.13 0.11 -0.27
C -0.34265 2.61786 -0.81596 0.03 0.91 0.48
N -0.49712 2.06680 0.37768 -0.11 -0.11 -0.35
H 0.73704 5.56103 -2.18931 -0.01 -0.01 0.00
H 0.18422 4.20132 -4.19425 -0.03 -0.01 -0.01
H -0.63923 1.86355 -3.94312 0.07 0.04 -0.05
```
Positions in Å, forces in eV/Å.

Properties
energy relative to the best compared isomer or geometry (same formula, charge and spin)	4.5	kcal per mole
E	-5638.18071	hartree
charge	+1
orbital gap	6.4	eV
M	493.7	g/mol
LUMO level	-4.48	eV



Record 5
The following is a quantum chemistry calculation of a structure of composition C17H13N9, from the Open Molecules 2025 dataset.

```
39
Properties=species:S:1:pos:R:3:forces:R:3
N -0.88316 0.01659 -2.50510 -0.64 3.25 -1.97
N 1.06047 2.58942 2.95361 0.24 1.36 -0.84
N -0.61636 -1.97080 -1.43086 -0.75 2.79 0.54
N 1.36007 0.45478 3.13658 2.61 -3.39 2.95
N -1.89218 -3.24775 -2.88026 -0.79 -1.07 -1.90
N 2.12288 3.05034 5.76938 0.34 0.89 -0.89
N 2.92747 0.86915 5.65428 -0.16 -0.85 -1.61
C -0.37352 -0.59140 -1.50795 0.35 -0.32 2.99
C 1.57023 1.67179 3.74509 -1.80 -1.93 -1.31
C -1.48880 -2.05550 -2.40237 1.22 -2.04 -2.22
C 0.91716 0.53522 1.91968 -0.27 3.13 1.11
C -2.20505 -3.39825 -4.17220 -0.86 2.60 1.25
C 0.59059 -0.31266 0.81466 -0.89 2.49 -1.51
C -0.07443 1.73508 -0.37426 -1.27 0.76 -1.33
C -2.25568 -2.20261 -5.07766 0.77 -1.25 3.52
C 0.07159 0.29017 -0.35366 1.41 -0.80 1.60
C 0.17854 2.52999 0.70530 0.74 -1.21 0.37
C -1.98754 -0.96800 -4.47526 -0.62 -0.43 -3.22
C 2.20219 1.88816 5.13333 0.39 0.36 1.00
C 2.98757 3.29772 6.80995 -1.63 2.76 -2.25
C 3.70326 1.08199 6.67136 -0.28 1.27 1.07
C 3.78549 2.37435 7.26691 2.86 -3.16 2.71
N 0.70646 1.92641 1.82720 -0.63 0.68 -1.05
N -1.62322 -0.87432 -3.15937 0.22 -2.85 0.56
C -2.89421 -4.67798 -4.53998 2.43 -1.02 -1.03
C -2.15431 0.24640 -5.39088 3.59 0.30 0.34
H 0.72211 -1.34803 0.82985 0.20 -1.41 0.33
H -0.53619 2.26131 -1.27182 0.80 -1.05 1.22
H -2.55977 -2.44571 -6.08836 0.04 0.93 -0.03
H 0.07310 3.59406 0.79548 -0.17 0.21 -0.30
H 3.23945 4.34397 7.14111 -1.46 -0.87 -0.35
H 4.26720 0.26461 7.09833 0.02 -0.26 -0.18
H 4.43590 2.59106 8.18012 -0.69 -0.47 -1.62
H -3.71704 -4.51951 -5.20696 -0.85 0.12 0.21
H -2.26846 -5.43753 -5.09664 -0.06 1.11 0.23
H -3.02171 -5.19935 -3.62156 -1.07 -0.28 0.69
H -1.10004 0.58107 -5.89592 -2.36 -0.89 1.37
H -2.79303 -0.03026 -6.19967 -0.57 0.09 -0.34
H -2.47706 1.08602 -4.80144 -0.40 0.46 -0.08
```
Positions in Å, forces in eV/Å.

Properties
energy relative to the best compared isomer or geometry (same formula, charge and spin)	28.0	kcal per mole
E	-1148.33048	hartree
charge	0
orbital gap	8.3	eV
M	343.4	g/mol
LUMO level	-0.24	eV



Record 6
The following is a quantum chemistry calculation of a structure of composition C17H14B11Br7I2N2ORbSe, from the Open Molecules 2025 dataset.

```
56
Properties=species:S:1:pos:R:3:forces:R:3
Rb -1.39694 0.02688 -1.51306 0.01 0.15 0.84
I -3.06287 4.27368 -5.09033 -0.07 0.10 -0.23
C -3.15558 4.46852 -3.03919 -0.02 -0.70 -0.04
C -3.78084 5.56973 -2.44945 -0.72 1.28 -1.94
C -3.84545 5.74507 -1.09638 0.88 -0.55 0.08
I -4.75945 7.48260 -0.37551 0.09 -0.27 0.00
C -3.12483 4.79985 -0.26155 -0.79 -0.47 -0.43
C -3.00352 5.02119 1.11824 2.23 -1.02 1.18
C -2.18628 4.09969 1.85439 -0.96 0.97 -1.05
C -1.83276 2.88503 1.23709 0.57 0.55 0.11
N -2.02952 2.62194 -0.05916 -0.01 0.44 -0.04
C -2.57371 3.56729 -0.86044 -0.83 1.32 2.14
C -2.64645 3.34260 -2.31358 0.39 0.01 0.70
O -2.23161 2.26606 -2.78731 -0.21 0.55 -0.45
H -4.22747 6.33866 -3.18277 0.69 -1.24 1.44
H -3.33940 5.96881 1.58319 0.15 -0.80 -0.42
H -1.74413 4.33032 2.83522 -0.78 -0.17 -0.35
H -1.25476 2.17444 1.86451 -0.52 0.11 -0.79
Br 1.52518 -0.04909 0.52546 -0.03 -0.16 0.06
B 1.37295 -1.55080 1.78985 -0.37 0.28 0.50
B 2.63510 -1.78412 3.00964 -1.25 -0.94 0.20
C 2.58430 -3.51976 3.32062 0.44 0.51 -0.62
B 2.39668 -2.98510 1.65481 0.56 0.93 1.22
B 1.57314 -4.38150 2.28953 -0.82 0.09 0.73
B 1.09923 -4.08212 4.02504 1.51 0.92 0.01
B 1.90612 -2.46126 4.46398 -0.29 -0.72 0.23
B 1.01228 -1.21371 3.55001 0.54 -0.56 -0.54
Br 0.89121 0.58306 4.32694 -0.19 -0.14 -0.26
B 0.12190 -2.61136 4.19124 0.76 0.00 -0.91
Br -1.06155 -2.33839 5.64161 -0.89 -0.03 0.80
B -0.10458 -3.77440 2.85906 -0.47 -0.93 -0.67
Br -1.64071 -5.04286 2.84842 0.34 0.44 -0.17
B 0.70571 -3.14179 1.37184 -0.54 0.11 -0.36
Br 0.05944 -3.51049 -0.43869 -0.15 0.02 -0.07
B -0.25168 -2.07762 2.47305 0.80 0.75 0.54
Br -1.92965 -1.16359 1.95932 0.50 -0.30 0.15
H 3.57450 -1.14743 3.21984 0.74 0.26 -0.28
H 3.55877 -3.99727 3.53288 -0.86 0.38 0.09
H 3.32407 -2.92008 0.95338 0.19 -0.56 -0.53
H 1.81681 -5.49077 1.94171 -0.09 0.21 0.05
H 1.12168 -4.95951 4.78346 0.02 -0.39 0.33
H 2.47846 -2.34048 5.52342 -0.52 0.02 -0.52
Br 4.78402 -0.58919 -5.77380 0.80 -0.20 -0.57
C 3.31614 -0.26815 -4.68020 -0.77 1.35 -0.27
C 2.91127 -1.23772 -3.79275 2.29 -0.67 0.05
C 1.83058 -0.94197 -2.98665 -0.29 -2.04 1.29
C 1.26737 0.26529 -3.08949 -0.91 0.77 0.10
C 1.62099 1.27438 -3.91434 0.45 0.40 -1.48
C 2.67939 0.98146 -4.80150 -0.29 -1.76 1.69
H 3.66451 -2.08292 -3.63635 -1.77 0.78 -0.18
H 1.49408 -1.71088 -2.27065 0.10 0.45 -0.23
H 1.11666 2.22906 -4.04298 -0.06 -0.15 0.35
H 3.03649 1.67783 -5.49292 0.37 1.05 -0.98
Se -2.51160 -4.08544 -5.22870 0.38 0.37 0.23
C -1.97471 -2.72746 -4.17501 0.09 3.53 3.09
N -1.80895 -1.80623 -3.39497 -0.45 -4.30 -3.83
```
Positions in Å, forces in eV/Å.

Properties
energy relative to the best compared isomer or geometry (same formula, charge and spin)	131.2	kcal per mole
E	-22153.73395	hartree
charge	-1
orbital gap (spin up / spin down)	2.6 / 2.8	eV
M	1358.8	g/mol
LUMO level (spin up / spin down)	-1.73 / -1.95	eV



- Which formula does entry 6 have?
  C17H14B11Br7I2N2ORbSe